No. 1
{"formula": "C18H17BClHfN10O8", "method": "ωB97M-V with the def2-TZVPD basis set", "elements": ["Hf", "N", "N", "C", "O", "O", "H", "H", "H", "O", "C", "O", "C", "C", "N", "N", "C", "C", "O", "O", "H", "H", "H", "Cl", "C", "C", "C", "C", "N", "C", "H", "H", "H", "H", "O", "B", "O", "C", "C", "C", "C", "C", "C", "H", "H", "H", "H", "N", "N", "N", "C", "N", "N", "H", "H", "H"], "coordinates": [[-0.1942, -0.3663, 0.0578], [-2.2842, -1.9603, 0.7806], [-1.5445, -2.7082, 1.7283], [-0.5079, -2.0509, 2.3544], [0.2169, -2.6270, 3.1481], [-0.3708, -0.8089, 1.9735], [-3.0060, -1.4038, 1.2327], [-2.7383, -2.6157, 0.1569], [-1.9888, -3.4583, 2.2359], [1.9995, 2.5040, -4.3784], [3.0482, 2.0678, -3.7151], [4.1630, 2.4724, -3.9043], [2.8231, 1.0186, -2.6647], [3.8500, 0.4850, -1.9146], [3.3063, -0.3835, -1.0507], [1.9886, -0.4725, -1.1812], [1.6731, 0.3779, -2.1627], [0.2301, 0.4419, -2.5574], [-0.1591, 1.1845, -3.4292], [-0.5290, -0.3734, -1.8690], [1.1535, 2.0726, -4.1261], [4.9074, 0.6844, -1.9766], [3.7842, -0.9153, -0.3416], [3.3564, -5.1418, 0.3592], [1.9183, -4.4895, -0.3135], [1.2153, -5.1705, -1.2968], [0.0789, -4.5742, -1.8171], [-0.3077, -3.3342, -1.3441], [0.3607, -2.6885, -0.3803], [1.4537, -3.2622, 0.1251], [1.5527, -6.1381, -1.6419], [-0.4946, -5.0663, -2.5895], [-1.1635, -2.8214, -1.7637], [1.9699, -2.7356, 0.9191], [-2.8698, 1.3466, -0.2536], [-1.5872, 1.3510, 0.2954], [-1.4033, 2.5362, 1.0070], [-2.5695, 3.2589, 0.8860], [-2.8923, 4.4945, 1.4037], [-4.1595, 4.9803, 1.1045], [-5.0530, 4.2568, 0.3194], [-4.7213, 3.0086, -0.1936], [-3.4656, 2.5316, 0.1137], [-2.1958, 5.0568, 2.0106], [-4.4572, 5.9456, 1.4912], [-6.0225, 4.6799, 0.0947], [-5.4069, 2.4358, -0.8029], [2.4011, -0.6214, 3.6554], [2.0811, 0.3460, 2.7702], [1.9327, 1.6065, 3.0900], [1.5836, 2.1551, 1.9331], [1.5696, 1.2532, 0.9488], [1.9096, 0.0922, 1.5047], [2.4410, -0.2368, 4.5877], [1.7587, -1.4204, 3.5743], [1.3655, 3.2006, 1.8065]], "charge": 1, "homo_energy_ev": -11.06, "total_energy_ev": -64726.122, "spin_multiplicity": 1, "relative_energy_kj_mol": 146.0}



No. 2
{"formula": "C5H6FN", "method": "ωB97M-V with the def2-TZVPD basis set", "elements": ["C", "C", "C", "C", "C", "H", "H", "H", "H", "H", "H", "N", "F"], "coordinates": [[2.3550, -1.0200, 0.5856], [0.9457, -0.4807, 0.3438], [-0.2178, -0.9401, 0.9251], [-0.7921, 0.6101, -0.5543], [0.5369, 0.5671, -0.5449], [2.9026, -1.1382, -0.3864], [2.2679, -1.9946, 1.0780], [2.9619, -0.2891, 1.1218], [-0.4107, -1.7328, 1.6374], [-2.3121, -0.3895, 0.5289], [1.2421, 1.1987, -1.0961], [-1.2966, -0.2459, 0.4020], [-1.6158, 1.5164, -1.1366]], "homo_energy_ev": -8.25, "total_energy_ev": -9489.284, "spin_multiplicity": 1, "relative_energy_kj_mol": 19.6, "smiles": "Cc1c[nH]c(F)c1"}



No. 3
{"formula": "C25H27AsN3O2Ti", "method": "ωB97M-V with the def2-TZVPD basis set", "elements": ["Ti", "N", "C", "C", "C", "N", "H", "H", "H", "H", "H", "H", "H", "H", "H", "H", "O", "C", "C", "C", "C", "O", "N", "H", "H", "H", "H", "C", "C", "C", "C", "C", "C", "As", "C", "C", "C", "C", "C", "C", "C", "C", "C", "C", "C", "C", "H", "H", "H", "H", "H", "H", "H", "H", "H", "H", "H", "H", "H"], "coordinates": [[-0.9121, -0.1888, 0.1506], [-1.0525, -0.5499, 2.3303], [-2.2919, -1.2192, 2.8396], [-2.5857, -2.5376, 2.1535], [-3.0278, -2.4356, 0.7069], [-1.8891, -2.1147, -0.2134], [-0.2419, -1.0445, 2.6938], [-1.0236, 0.3810, 2.7533], [-3.1095, -0.5106, 2.6932], [-2.1885, -1.3629, 3.9151], [-3.3899, -3.0245, 2.7085], [-1.7284, -3.2153, 2.2389], [-3.7731, -1.6457, 0.5785], [-3.4899, -3.3652, 0.3748], [-2.2446, -2.0712, -1.1670], [-1.2349, -2.8941, -0.1928], [-2.3388, 0.4216, -1.3667], [-2.8273, 1.2406, -0.5424], [-4.0630, 2.0813, -0.6009], [-4.0995, 2.7033, 0.8045], [-2.8784, 2.1449, 1.5278], [-2.5674, 2.2586, 2.6792], [-2.1571, 1.3499, 0.6097], [-4.9306, 1.4717, -0.8523], [-3.9520, 2.8149, -1.4017], [-4.9878, 2.4341, 1.3753], [-4.0440, 3.7909, 0.7968], [6.1341, -1.2163, -1.0466], [5.7139, -1.7193, 0.1765], [4.3590, -1.7831, 0.4711], [3.4414, -1.3185, -0.4655], [3.8484, -0.8155, -1.6943], [5.2069, -0.7722, -1.9784], [1.5958, -1.4375, 0.0859], [1.3908, 0.4403, 0.7183], [1.7580, 0.9208, 1.9835], [1.7268, 2.2782, 2.2164], [1.3195, 3.1689, 1.2085], [0.9541, 2.7093, -0.0355], [1.0048, 1.3284, -0.2931], [0.6642, 0.6761, -1.5731], [0.3042, 1.3301, -2.7601], [-0.0138, 0.5769, -3.8666], [0.0016, -0.8272, -3.8212], [0.3572, -1.4820, -2.6639], [0.6940, -0.7258, -1.5281], [7.1898, -1.1797, -1.2780], [6.4371, -2.0765, 0.8967], [4.0475, -2.2053, 1.4198], [3.1391, -0.4633, -2.4317], [5.5395, -0.3917, -2.9347], [2.0854, 0.2455, 2.7655], [2.0194, 2.6649, 3.1833], [1.2995, 4.2300, 1.4165], [0.6441, 3.4027, -0.8057], [0.2871, 2.4102, -2.8134], [-0.2747, 1.0741, -4.7912], [-0.2513, -1.3909, -4.7089], [0.4056, -2.5646, -2.6453]], "charge": 2, "homo_energy_ev": [-14.58, -14.61], "total_energy_ev": -118871.531, "spin_multiplicity": 2, "relative_energy_kj_mol": 0.0}



No. 4
{"formula": "C2H2N2OS", "method": "ωB97M-V with the def2-TZVPD basis set", "elements": ["C", "C", "N", "N", "O", "S", "H", "H"], "coordinates": [[-0.6940, -0.5751, 1.4044], [0.3509, 0.1326, -1.3497], [-1.4325, 0.3478, 1.3774], [1.3627, 0.6112, -0.9412], [-0.7221, -0.0417, -1.7064], [0.2342, -1.7517, 1.2399], [2.2322, 0.1686, -0.7826], [-1.3315, 1.1082, 0.7581]], "homo_energy_ev": -9.76, "total_energy_ev": -17968.622, "spin_multiplicity": 1, "relative_energy_kj_mol": 34.1, "smiles": "N=C=O.N=C=S"}